# C11H14ClOP

C11H14ClOP as an isolated structure at a distorted geometry (wB97M-V/def2-TZVPD, the Open Molecules 2025 dataset).

Geometry as XYZ:
```
28
Properties=species:S:1:pos:R:3:forces:R:3
Cl 1.0455 -0.4639 3.5767 1.5 -0.3 1.7
P -0.1866 -0.2527 2.0584 -1.4 1.6 -1.4
O 0.9713 1.2245 -0.1288 0.5 -3.9 0.8
C 0.2919 3.3921 0.3923 -1.8 -0.8 3.2
C 1.3153 -1.4349 -1.7225 0.9 1.0 -0.9
C -0.2583 1.6318 1.8735 0.2 -3.4 -0.5
C -1.0005 3.7589 2.4079 -1.6 2.5 0.8
C -1.0153 -0.9110 -0.9057 0.8 -2.6 -0.4
C -0.9810 2.4296 2.7230 -0.3 -1.2 1.0
C 0.9619 -0.4381 0.6190 0.3 2.0 -1.3
C -0.3781 4.2633 1.2531 0.4 -1.4 0.5
C 0.4168 -1.4254 -0.4737 -0.1 0.9 0.6
C 0.3396 2.0216 0.6916 -0.6 1.7 1.0
C 0.3042 -2.8063 0.2300 3.7 0.2 -3.1
H 0.1946 -3.4451 -0.7023 -0.9 -0.1 1.8
H -1.4390 1.8596 3.5935 0.3 1.5 -1.0
H -1.6052 4.5405 2.9849 1.0 -1.4 -0.5
H -1.5854 -1.7650 -1.4977 1.2 2.0 1.1
H 0.7555 3.5517 -0.4741 1.8 1.8 -3.3
H 0.9875 -2.1427 -2.5664 -0.4 1.7 1.0
H -0.2761 -2.7844 1.0975 -1.7 -0.6 0.7
H 2.3458 -1.7902 -1.6503 0.1 -0.3 1.1
H -0.3939 5.3309 1.2056 0.1 0.4 -0.8
H 1.3446 -3.0708 0.5836 -0.8 0.2 -0.2
H 2.0245 -0.5453 0.9997 -1.1 0.0 -0.9
H -0.8520 -0.0029 -1.4438 -0.3 0.4 -0.7
H 1.5310 -0.3079 -1.9429 -1.0 -2.1 -0.5
H -1.5382 -0.6857 0.0009 -0.8 0.0 0.4
```
Forces are in eV/Å.

E_LUMO: 0.63 eV
energy relative to the best compared isomer or geometry (same formula, charge and spin): 24.4 kcal per mole

***

# C11H14F3IN4O4S

One molecule with the formula C11H14F3IN4O4S at a distorted geometry (wB97M-V/def2-TZVPD, the Open Molecules 2025 dataset).

Geometry as XYZ:
```
38
Properties=species:S:1:pos:R:3:forces:R:3
I -1.8577 -1.6708 -2.6352 -0.1 0.7 0.3
S 1.1606 -2.3686 0.8294 2.1 -1.2 4.2
F -0.6707 -3.8496 -0.3316 0.5 0.6 -0.5
F 1.2119 -4.7998 -0.0160 0.0 0.8 0.1
F 1.0776 -3.4378 -1.6623 -0.5 0.5 0.4
O 2.0665 -0.0918 -4.2027 -0.5 0.5 0.0
O 0.2614 -2.4888 1.9590 -1.2 1.0 -1.8
O 1.2334 -0.6061 -2.3459 -0.7 -1.1 1.5
O 2.4737 -2.7802 1.2848 -0.1 0.4 -2.0
N 1.5113 0.3954 -3.3015 1.1 0.3 -1.0
N 3.2046 0.3713 1.8394 2.3 1.3 1.6
N 0.5737 2.5409 -0.9458 0.7 2.8 -1.7
N 0.1761 0.5708 1.8906 0.2 0.8 -1.0
C -1.3594 2.6481 2.0923 1.0 0.6 0.4
C 2.0774 -0.5342 -1.2055 1.3 -0.9 -0.6
C -2.1354 -0.0722 -1.1524 -1.3 0.4 0.3
C -1.3252 -0.2430 0.1687 -1.1 -0.3 -0.9
C 1.3719 -0.6576 0.1860 0.7 2.4 -0.2
C 0.5125 1.6024 -0.3320 -1.9 -3.8 2.3
C 2.4429 -0.0650 1.1368 -3.4 -2.4 -2.6
C 0.6481 -3.6475 -0.4224 -0.3 -1.9 -0.3
C 0.0990 0.3418 0.4140 1.1 -0.7 1.3
C -2.2434 1.3340 -1.7993 0.2 0.0 -0.3
C 0.0417 1.9438 2.3441 -1.3 0.7 1.9
H 2.7988 -1.3919 -1.2757 -0.5 0.6 0.1
H 0.8938 2.6212 2.1000 -0.6 -0.8 -0.4
H -2.3902 2.1292 -1.0267 0.2 -0.7 -0.4
H 2.7260 0.3711 -1.2993 -0.8 -0.4 0.6
H -1.4151 3.1445 1.0990 -0.2 -0.6 0.5
H -2.2135 1.9699 2.2988 0.5 0.3 -0.3
H -1.3823 -1.3352 0.4064 0.6 0.8 -0.1
H -1.3536 1.5920 -2.4069 -0.5 -0.1 0.4
H -1.9872 0.1958 0.9558 0.7 0.0 -0.7
H -1.4145 3.4659 2.8533 -0.1 -0.5 -0.6
H 0.0864 1.8947 3.4641 0.2 -0.2 -0.9
H -0.4328 -0.0756 2.3838 0.1 0.2 -0.2
H -3.1885 -0.2951 -0.8487 1.0 -0.1 -0.1
H -3.1374 1.3766 -2.4638 0.7 -0.2 0.4
```
Forces are in eV/Å.

E_LUMO: -0.80 eV
energy relative to the best compared isomer or geometry (same formula, charge and spin): 38.1 kcal per mole
SMILES string: CCN[C@](C#N)(C[C@@H](C)I)[C@](C#N)(CON=O)S(=O)(=O)C(F)(F)F

***

Q: Which frontier orbital gap values were calculated for the entries above? A: 0.329; 0.323, in Ha.